DFT (the ωB97M-V functional and the def2-TZVPD basis) results for C18H30Cl3F3GeINO2SbY as an isolated structure at a distorted geometry.

Cartesian coordinates (Å):
Y -0.2672 -0.5561 -0.1263
Cl 1.5657 -3.3480 -3.9951
C 2.3674 -2.8666 -2.5076
Cl 2.5617 -4.2728 -1.4368
Cl 3.9570 -2.1822 -2.8730
C 1.5223 -1.8371 -1.7088
O 0.2930 -1.7396 -1.9711
O 2.0923 -1.1837 -0.8191
C -1.9414 -4.8019 2.4847
Ge -1.6508 -3.4293 1.1092
C -1.2619 -4.3702 -0.5683
C -3.4127 -2.5720 0.8810
C -0.2744 -2.1183 1.5636
H -2.7998 -5.4176 2.2100
H -2.1415 -4.3410 3.4528
H -1.0696 -5.4486 2.5878
H -2.0361 -5.1204 -0.7381
H -0.2996 -4.8795 -0.5110
H -1.2424 -3.7031 -1.4305
H -4.1453 -3.3572 0.6853
H -3.4567 -1.8717 0.0463
H -3.7280 -2.0493 1.7864
H 0.6848 -2.6528 1.5938
H -0.4798 -1.7703 2.5819
C 1.6795 1.7125 -4.9572
C 1.4351 0.7448 -3.8051
Sb 1.2668 1.6315 -1.8449
C 0.5287 3.5745 -2.4132
C 1.5804 4.6214 -2.7618
C 3.3394 2.0261 -1.4022
C 4.3053 2.1430 -2.5754
H 1.8007 1.1590 -5.8910
H 2.5789 2.3095 -4.8116
H 0.8417 2.3964 -5.0944
H 2.2471 0.0186 -3.7326
H 0.5146 0.1815 -3.9595
H -0.0956 3.9092 -1.5843
H -0.1453 3.3962 -3.2517
H 2.2615 4.8032 -1.9289
H 1.1074 5.5743 -3.0091
H 2.1812 4.3233 -3.6210
H 3.6290 1.1949 -0.7571
H 3.3542 2.9296 -0.7885
H 4.2699 1.2575 -3.2116
H 5.3312 2.2432 -2.2140
H 4.0913 3.0135 -3.1948
F -1.8839 1.7447 -1.2756
C -2.2037 0.4658 -0.8221
F -3.4919 0.5829 -0.4124
F -2.2736 -0.2770 -2.0152
I 0.4551 4.6119 3.9613
C -0.6631 2.9596 3.3672
C -1.8485 2.6288 4.0022
C -2.5465 1.5189 3.5541
C -2.0349 0.7868 2.4983
N -0.8913 1.1062 1.8915
C -0.2191 2.1751 2.3153
H -2.2218 3.2238 4.8244
H -3.4788 1.2248 4.0147
H -2.5589 -0.0806 2.1162
H 0.7024 2.4134 1.7977

Cartesian forces, eV/Å:
1.1 0.0 0.7
0.0 0.0 0.0
0.0 0.0 0.0
0.0 0.0 0.0
0.0 0.0 0.0
0.1 -0.1 -0.1
0.1 -0.3 -0.2
-0.1 0.0 0.2
0.0 0.0 0.0
-0.1 -0.2 0.2
0.0 0.0 0.0
0.0 0.0 0.0
-0.1 -0.5 0.2
0.0 0.0 0.0
0.0 0.0 0.0
0.0 0.0 0.0
0.0 0.0 0.0
0.0 0.0 0.0
0.0 0.0 0.0
0.0 0.0 0.0
0.0 0.0 0.0
0.0 0.0 0.0
0.0 0.0 0.0
0.0 0.0 0.0
0.0 0.0 0.0
0.0 0.0 0.1
0.2 0.5 -0.3
0.1 0.0 0.1
0.0 0.0 0.0
-0.1 0.0 0.0
0.0 0.0 0.0
0.0 0.0 0.0
0.0 0.0 0.0
0.0 0.0 0.0
0.0 0.0 0.0
0.0 0.0 0.0
0.0 0.0 0.0
0.0 0.0 0.0
0.0 0.0 0.0
0.0 0.0 0.0
0.0 0.0 0.0
0.0 0.0 0.0
0.0 0.0 0.0
0.0 0.0 0.0
0.0 0.0 0.0
0.0 0.0 0.0
-0.1 0.0 0.0
-1.4 0.8 -0.5
0.0 0.0 0.0
0.0 0.0 0.0
0.0 0.0 0.0
0.0 0.1 0.0
0.0 0.0 0.0
0.0 0.0 0.0
0.0 0.0 0.0
0.3 -0.1 -0.4
0.0 0.0 0.0
0.0 0.0 0.0
0.0 0.0 0.0
0.0 0.0 0.0
0.0 0.0 0.0

The value obtained for the total energy is -5242.5000 hartree. The total charge is 0. For the HOMO-LUMO gap, the calculation gives 8.0 eV. Its energy above the lowest of the compared OMol25 structures with the same formula, charge and spin is 2.7 kcal/mol. The max |F| is 1.66 eV/A. The value obtained for the LUMO energy is -0.118 eV.

natural (NBO) population analysis, charges in e, atoms 1 to 8:
1. Y 1.9087
2. Cl 0.0630
3. C -0.2072
4. Cl 0.0472
5. Cl 0.0421
6. C 0.7355
7. O -0.7645
8. O -0.7065

---

DFT (the ωB97M-V functional and the def2-TZVPD basis) results for C18H30HgO10 as an isolated structure at a distorted geometry.

Cartesian coordinates (Å):
Hg -1.1115 -1.3841 -0.8109
C -4.2350 -2.3907 0.7553
O -3.1202 -1.9310 0.1606
H -4.8718 -3.1760 0.3478
H -3.9348 -2.7011 1.7561
H -4.9527 -1.6058 0.9941
C -0.7594 -1.6527 -4.1476
O -1.0527 -2.2140 -2.9111
H -1.4650 -0.9293 -4.5561
H 0.1213 -1.0109 -4.1249
H -0.6766 -2.3546 -4.9775
O 0.1423 -2.8899 0.5422
C -0.0054 -3.2898 1.6753
O 0.7734 -2.9597 2.7532
C 0.2157 -3.3050 3.9609
C -1.1612 -3.6588 3.4689
C -1.1127 -4.2219 2.1001
H 0.1861 -2.4038 4.5734
H 0.7424 -3.9915 4.6237
H -1.7364 -2.7368 3.3846
H -1.5312 -4.2453 4.3099
H -2.0466 -4.1214 1.5470
H -0.7233 -5.2399 2.1152
O 1.1449 -1.1535 -1.1529
C 2.1665 -0.4549 -1.3307
O 2.5730 0.4271 -0.4230
C 3.6248 1.3053 -0.7825
C 4.0398 0.7128 -2.1714
C 3.1033 -0.4739 -2.4950
H 4.5222 1.1790 -0.1769
H 3.3374 2.3531 -0.6948
H 5.1058 0.4977 -2.2455
H 3.8386 1.3504 -3.0323
H 3.6526 -1.3919 -2.7039
H 2.4929 -0.2938 -3.3799
O -0.3867 0.1491 1.0327
C -0.3769 0.8576 2.0624
O -1.2897 0.6377 2.9643
C -1.2544 1.6391 3.9995
C -0.2879 2.7513 3.3862
C 0.5478 2.0263 2.4482
H -0.8516 1.1926 4.9086
H -2.2079 2.0660 4.3103
H 0.1571 3.3126 4.2079
H -0.8221 3.5089 2.8128
H 1.4441 1.6276 2.9234
H 0.7087 2.6948 1.6024
O -1.0007 0.6935 -1.9396
C -0.7473 1.8293 -2.4751
O -1.3828 2.4252 -3.4633
C -0.9123 3.7407 -3.8309
C 0.2583 4.0255 -2.8065
C 0.3989 2.7711 -2.0272
H -1.6888 4.5056 -3.8341
H -0.4863 3.6205 -4.8270
H -0.0083 4.7364 -2.0244
H 1.2278 4.3979 -3.1374
H 0.3816 2.9400 -0.9506
H 1.2929 2.2074 -2.2941

Cartesian forces, eV/Å:
-2.5 -1.4 -1.1
0.1 0.6 1.6
1.7 0.6 -1.7
0.3 -0.6 -0.8
-0.3 -0.8 0.9
-0.5 0.7 -0.2
-0.3 0.7 1.0
-0.2 -0.1 -0.1
-1.0 0.3 0.2
1.0 0.0 0.0
0.4 -0.7 0.1
1.2 -0.3 1.8
-0.5 -0.5 -1.6
2.5 0.8 -3.0
-1.3 0.9 0.4
-2.1 -0.4 3.6
1.0 0.0 0.7
-0.2 0.3 0.0
0.3 -0.8 -0.9
-0.1 0.1 0.3
-1.1 -0.4 -0.5
0.4 0.1 -0.2
-0.1 -0.2 -0.3
4.4 2.4 -0.8
-2.7 -2.9 0.6
-0.9 0.8 1.8
1.1 -1.5 -1.7
-0.2 0.9 -1.6
0.4 0.5 0.1
-0.4 -0.2 0.7
-0.4 -0.2 -0.4
-0.1 -0.2 0.3
0.3 0.8 0.4
-0.4 -0.2 0.6
0.0 0.0 -0.1
0.9 2.4 2.7
0.5 -2.1 -4.1
-1.4 0.5 1.7
1.3 1.3 -0.2
-2.3 0.7 2.4
0.3 -1.0 -1.0
0.3 -0.1 -0.1
-0.3 -0.4 -0.8
0.5 -0.2 -0.1
-0.6 -0.1 0.2
0.2 0.0 -0.5
0.7 -0.7 -0.2
0.6 5.8 -3.2
0.3 -2.8 3.2
-1.4 -0.4 -0.4
2.3 -0.3 0.5
-0.7 1.1 0.6
0.0 -2.1 0.0
-0.2 -0.5 0.2
-0.3 0.2 -0.1
-0.5 0.6 -0.5
-0.3 -0.2 -0.8
0.0 -0.4 -0.1
0.2 0.0 0.2

The value obtained for the total energy is -1609.4639 hartree. The total charge is 0. For the HOMO-LUMO gap, the calculation gives 6.3 eV. The max |F| is 6.62 eV/A. The value obtained for the LUMO energy is 0.008 eV.

natural (NBO) population analysis, charges in e, atoms 1 to 8:
1. Hg 1.7044
2. C -0.1818
3. O -1.0444
4. H 0.1203
5. H 0.0919
6. H 0.1114
7. C -0.2091
8. O -0.9818

---

DFT (the ωB97M-V functional and the def2-TZVPD basis) results for a 4-piece molecular cluster, C18H30N3O7 overall at a distorted geometry.

Cartesian coordinates (Å):
C 1.8051 -1.9409 -2.2850
C 3.2356 -2.1431 -1.5775
O 3.1982 -2.0255 -0.1084
C 2.2647 -1.0531 0.3118
C 2.5736 0.4075 -0.0655
N 1.4291 1.1279 0.4751
C 1.3678 2.6016 0.2702
N 1.7198 3.3787 1.5122
C 0.5360 0.2086 1.0977
N 1.0094 -1.1604 1.0286
H 1.0584 -2.6421 -1.7600
H 1.9535 -2.2294 -3.3957
H 1.4463 -0.8464 -2.3047
H 4.0449 -1.4339 -1.9610
H 3.5752 -3.2148 -1.8485
H 3.4835 0.7575 -0.6454
H 2.1420 2.8448 -0.5552
H 0.3631 2.9975 -0.0947
H 1.6248 4.3879 1.2887
H 2.7066 3.1575 1.7527
H -0.4601 0.4696 1.5873
H 0.5932 -2.0301 1.3842
O -0.4581 -3.9278 -2.6034
C -1.5962 -3.9103 -2.2047
O -2.4653 -4.9454 -2.3472
C -3.7555 -4.5543 -1.8646
C -3.4945 -3.4075 -0.9174
C -2.2761 -2.7489 -1.5295
H -4.3715 -4.2568 -2.7182
H -4.2314 -5.3985 -1.3630
H -4.3481 -2.7362 -0.8084
H -3.2423 -3.7960 0.0749
H -2.5492 -2.0079 -2.2843
H -1.6337 -2.3050 -0.7682
O -0.9769 1.4372 4.3958
C 0.1022 1.3342 4.9245
O 0.4279 1.9096 6.1107
C 1.8145 1.6763 6.3873
C 2.1840 0.4617 5.5684
C 1.2862 0.6012 4.3584
H 2.3825 2.5643 6.0944
H 1.9524 1.5058 7.4562
H 3.2466 0.4133 5.3242
H 1.9226 -0.4491 6.1162
H 1.7448 1.2152 3.5787
H 0.9923 -0.3709 3.9617
O -1.4539 -0.0484 -3.2982
C -1.6013 1.1462 -3.2423
O -0.5811 2.0333 -3.0761
C -1.1189 3.3549 -2.9441
C -2.4859 3.2943 -3.5834
C -2.9179 1.8718 -3.2973
H -1.1688 3.6068 -1.8798
H -0.4642 4.0695 -3.4460
H -3.1747 4.0480 -3.1986
H -2.3963 3.4401 -4.6643
H -3.4142 1.7837 -2.3277
H -3.5509 1.4765 -4.0916

Cartesian forces, eV/Å:
0.9 0.1 0.0
-0.3 -0.5 -2.0
-3.0 1.1 1.0
2.4 3.3 -1.8
-3.3 -4.5 2.7
0.3 -3.7 0.1
0.4 2.2 -0.3
0.2 -1.0 -1.0
1.0 -0.3 -0.6
2.8 4.7 -2.3
1.1 1.2 -1.2
-0.5 0.2 1.9
0.5 -1.7 0.2
-1.2 -0.8 0.5
-0.5 1.7 0.9
-1.7 -0.2 1.0
-1.4 -0.9 1.1
1.2 -1.1 0.5
0.2 -1.0 0.3
-0.9 0.6 -0.2
1.8 -0.2 -0.7
0.1 0.8 -0.2
-0.8 -0.5 0.2
0.7 0.0 -0.6
0.6 0.3 0.0
-0.6 -0.2 0.0
-0.3 0.3 0.5
-0.4 -0.1 0.4
0.1 0.0 0.0
0.2 0.0 -0.2
0.0 -0.1 0.0
-0.1 0.0 -0.1
0.3 0.0 0.0
0.1 0.1 -0.3
0.5 0.0 0.5
-0.8 0.4 -0.4
-0.4 -0.3 -0.5
0.4 0.1 0.4
0.5 -0.5 0.0
0.4 -0.4 0.2
-0.1 0.0 0.0
-0.2 0.2 -0.1
-0.1 0.1 0.1
0.1 0.1 0.0
-0.1 0.0 0.0
-0.1 0.2 -0.2
0.5 0.8 0.1
-0.3 -1.1 0.1
0.0 -0.5 0.0
0.1 0.6 0.0
-0.5 0.5 -0.2
-0.1 0.4 -0.3
0.0 0.0 0.0
0.1 -0.2 0.1
0.1 0.0 0.0
0.0 0.0 0.1
0.0 -0.1 -0.1
0.0 -0.2 0.3

The value obtained for the total energy is -1394.5157 hartree. The total charge is +1. For the HOMO-LUMO gap, the calculation gives 8.9 eV. Its energy above the lowest of the compared OMol25 structures with the same formula, charge and spin is 78.2 kcal/mol. The max |F| is 6.25 eV/A. The value obtained for the LUMO energy is -3.373 eV.

natural (NBO) population analysis, charges in e, atoms 1 to 8:
1. C -0.6755
2. C -0.0870
3. O -0.5042
4. C 0.4949
5. C -0.1227
6. N -0.3286
7. C -0.0484
8. N -0.8289